ORCA calculation (ωB97M-V/def2-TZVPD) on C24H26FNO4 in the gas phase.

Geometry as XYZ:
```
56
Properties=species:S:1:pos:R:3:nbo_charge:R:1
C -2.718 0.596 0.417 0.207
H -4.411 -1.884 -2.176 0.223
C -6.542 -1.190 1.136 -0.631
H 0.591 -2.490 -1.619 0.240
H -0.599 0.068 -1.881 0.468
C 3.126 2.126 -0.201 -0.152
H 5.274 0.538 0.228 0.164
C -2.234 2.531 -1.797 -0.647
C -5.204 -0.571 0.876 -0.012
N -1.455 1.190 0.177 -0.380
H 3.721 -2.661 1.284 0.235
C 4.904 -0.343 0.771 -0.083
H -6.463 -2.277 1.150 0.222
O -0.229 -0.321 -2.683 -0.719
H -6.941 -0.859 2.090 0.219
H -7.248 -0.921 0.351 0.220
H 0.637 3.121 -1.403 0.227
C 2.931 -0.158 -0.852 0.330
C -4.637 0.287 1.808 -0.186
H -1.001 -0.770 1.920 0.226
H -2.975 1.544 2.319 0.225
C 3.644 -0.868 0.119 -0.086
H 4.076 2.273 0.327 0.193
O 2.380 1.377 1.940 -0.592
H 3.983 0.503 2.266 0.497
H -1.941 3.481 -2.236 0.233
H -3.188 2.653 -1.286 0.227
H -0.522 0.551 2.994 0.232
C 1.159 -0.085 -2.662 -0.085
H -2.371 1.813 -2.606 0.228
C -5.085 -1.777 -1.331 -0.635
C -1.184 2.080 -0.845 0.126
C 1.858 -0.770 -1.512 -0.089
O 3.250 1.137 -1.224 -0.531
C 2.082 -2.672 -0.090 0.390
C 0.133 2.424 -0.764 -0.274
F 1.639 -3.883 0.314 -0.327
C -0.340 0.988 0.920 0.254
H 2.862 3.053 -0.716 0.202
H 5.676 -1.118 0.702 0.190
H 0.717 -0.359 2.153 0.258
C 1.430 -2.028 -1.122 -0.274
C -4.509 -0.850 -0.306 0.011
C 2.052 1.736 0.818 0.555
H 1.375 0.989 -2.639 0.191
O 4.755 -0.079 2.142 -0.734
H -5.170 0.505 2.721 0.213
C -3.272 -0.263 -0.523 -0.238
H -6.041 -1.401 -1.693 0.221
C 0.692 1.734 0.352 -0.221
C -3.403 0.872 1.591 -0.240
H -2.731 -0.486 -1.431 0.220
C -0.289 0.042 2.058 -0.661
H -5.260 -2.761 -0.899 0.222
C 3.195 -2.123 0.511 -0.263
H 1.542 -0.490 -3.604 0.193
```

Computed properties:
- SMILES: Cc1ccc(-n2c(C)cc(C(=O)COc3c(CO)cc(F)cc3CO)c2C)cc1C
- Strongest force on any atom: 0.9 eV/A
- Relative energy (zero: lowest compared OMol25 entry of this formula, charge and spin): 0.747 eV
- HOMO energy: -8.4 eV
- Orbital gap: 8.88 eV

---

ORCA calculation (ωB97M-V/def2-TZVPD) on C24H26IrN2O4S as an isolated structure.

Geometry as XYZ:
```
58
Properties=species:S:1:pos:R:3:mulliken_charge:R:1
C 0.844 3.198 -2.770 -1.093
H 2.054 -2.936 1.064 0.424
H -3.501 -0.925 2.340 0.469
C 1.542 2.037 2.118 -2.157
C 1.309 -0.496 2.027 0.304
H -2.261 -2.452 3.375 0.484
H 0.963 2.951 2.042 0.448
C -1.724 -2.694 2.455 -1.963
C 2.744 -0.669 2.390 -1.797
H -3.379 0.106 0.916 0.327
C -3.553 -1.363 -2.487 -0.785
O 1.423 -1.474 -1.346 -0.723
C -2.524 1.957 -3.839 -0.977
C 1.145 2.216 -1.820 0.066
H 2.781 -1.109 3.392 0.353
O 3.744 -1.797 -0.611 -0.579
C -1.512 -0.252 1.861 1.030
C -0.359 3.171 -3.426 -0.716
C -0.917 -1.513 2.028 1.104
C -0.672 0.880 1.540 1.486
H -1.107 -3.567 2.638 0.382
H -4.454 -1.577 -3.048 0.519
C -1.323 2.200 1.225 -2.199
S 2.882 -0.880 -1.270 1.220
N -1.268 -0.816 -1.007 0.179
C -1.733 0.079 -1.918 0.041
O 3.250 -0.282 -2.502 -0.598
H -1.405 -2.725 -0.262 0.840
H -0.599 3.920 -4.170 0.512
H -0.640 2.871 0.711 0.602
C -0.911 1.207 -2.181 -0.020
C 0.712 0.812 1.882 0.422
Ir 0.531 -0.195 -0.095 1.471
H -2.489 -2.962 1.721 0.422
H 1.362 -3.425 2.616 0.481
C -1.277 2.137 -3.150 0.754
H 1.583 3.957 -2.979 0.470
N 0.277 1.260 -1.524 0.516
C -3.292 0.868 -3.615 -0.909
H 2.386 2.084 1.428 0.378
H 3.287 0.268 2.403 0.455
H 0.470 -3.685 1.112 0.503
C 0.495 -1.642 1.776 1.335
H -2.819 2.696 -4.572 0.474
H -1.653 2.693 2.142 0.442
C -2.891 -0.134 -2.668 0.786
H -3.465 -3.278 -1.526 0.509
C -1.863 -1.997 -0.915 -0.219
O 2.470 0.269 -0.237 -0.619
H 1.952 1.989 3.128 0.432
H 2.096 2.188 -1.307 0.604
H 3.255 -1.349 1.711 0.407
C -3.017 -2.302 -1.639 -1.312
H -4.210 0.719 -4.168 0.466
H -3.243 0.820 2.510 0.390
H -2.201 2.063 0.594 0.434
C -2.986 -0.065 1.925 -2.113
C 1.130 -2.996 1.638 -2.164
```

Computed properties:
- Multiplicity: 2
- Strongest force on any atom: 0.2 eV/A
- Relative energy (zero: lowest compared OMol25 entry of this formula, charge and spin): 0.000 eV
- HOMO energy (alpha / beta): -15.4 / -15.5 eV
- Net charge: +2
- Orbital gap (alpha / beta): 8.20 / 6.08 eV

---

ORCA calculation (ωB97M-V/def2-TZVPD) on C24H26N2O2Pd as an isolated structure in a non-equilibrium geometry.

Geometry as XYZ:
```
55
Properties=species:S:1:pos:R:3:nbo_charge:R:1
C -0.217 18.315 12.294 -0.212
H 2.334 11.830 15.976 0.235
C -1.784 21.492 11.332 0.281
H 1.010 10.665 15.549 0.225
H 0.402 17.791 13.031 0.231
H -1.925 20.020 9.196 0.225
H -1.378 17.552 9.108 0.226
H 1.155 9.979 9.259 0.213
C 0.112 14.958 11.023 -0.305
H 2.143 11.922 6.231 0.260
N -2.271 22.556 11.420 -0.322
H 0.484 11.884 13.905 0.168
C -1.482 19.472 10.063 -0.148
C 0.748 10.100 11.460 0.068
H -0.347 10.199 11.427 0.171
N 1.202 12.579 9.229 -0.412
C 1.332 11.433 16.306 -0.668
H -2.614 15.713 15.093 0.216
C -1.287 14.219 19.520 -0.639
H -1.778 14.872 13.720 0.260
C 0.092 12.927 14.070 0.427
H 0.442 12.197 18.653 0.215
H -0.454 20.237 13.190 0.223
O -0.097 13.646 13.036 -0.593
H -1.778 15.658 17.343 0.212
C -0.547 17.509 11.129 -0.036
H -0.999 16.246 14.509 0.236
H 2.304 9.255 12.725 0.211
C -1.663 15.371 14.703 -0.658
C -1.267 14.732 17.112 -0.253
H 0.762 9.540 13.599 0.195
C -1.159 18.133 9.986 -0.188
C -0.175 13.294 15.447 -0.261
C 1.391 9.485 10.222 -0.630
O 1.241 11.384 11.760 -0.711
H 0.903 8.166 12.444 0.200
H -0.727 13.569 20.236 0.214
Pd 0.557 13.093 11.133 0.957
C 1.192 9.227 12.639 -0.614
H -2.360 13.996 19.685 0.232
C -1.025 14.448 15.749 0.131
H 2.428 13.715 6.440 0.267
H 1.079 8.436 10.092 0.209
C 1.466 12.705 8.101 0.398
C -1.283 20.199 11.225 -0.220
C 0.376 12.560 16.541 0.162
H 1.415 10.835 17.265 0.219
H -1.103 15.271 19.815 0.227
C -0.595 19.608 12.324 -0.145
C -0.793 13.923 18.130 0.049
C 1.702 12.875 6.636 -0.716
C 0.041 12.832 17.850 -0.275
H 0.790 13.033 6.116 0.260
C -0.188 16.143 10.998 -0.229
H 2.507 9.416 10.437 0.212
```

Computed properties:
- Multiplicity: 3
- Strongest force on any atom: 5.5 eV/A
- Relative energy (zero: lowest compared OMol25 entry of this formula, charge and spin): 0.000 eV
- HOMO energy (alpha / beta): -6.5 / -7.7 eV
- Orbital gap (alpha / beta): 6.10 / 6.05 eV

---

ORCA calculation (ωB97M-V/def2-TZVPD) on C24H26N2O4S in the gas phase in a non-equilibrium geometry.

Geometry as XYZ:
```
57
Properties=species:S:1:pos:R:3:nbo_charge:R:1
H 0.135 -3.918 5.612 0.213
H 1.439 0.458 -4.239 0.218
S 2.475 2.998 -3.524 2.316
H 3.513 0.073 -2.658 0.183
H -0.767 3.496 0.106 0.234
H -1.266 -2.279 1.182 0.215
H -3.216 -1.284 2.179 0.216
H 2.394 -0.183 -0.714 0.216
C -1.770 1.560 -4.344 0.018
H -2.355 3.596 -4.033 0.218
H -3.651 0.953 -3.565 0.232
C -1.236 -2.712 4.519 -0.201
C -0.152 -3.565 4.634 -0.260
H 0.679 -3.792 1.377 0.224
H -0.345 0.067 2.670 0.401
C 0.133 -3.478 2.252 -0.255
H 4.477 0.942 -1.433 0.210
O 2.461 4.378 -3.145 -0.928
C 1.873 1.843 -1.230 0.251
C -1.527 2.904 -4.076 -0.213
H 2.940 -5.935 4.459 0.202
C 0.678 0.467 0.353 -0.184
O -2.475 1.905 1.261 -0.629
H -0.035 4.396 -3.639 0.241
O 1.630 -4.781 3.487 -0.492
H 4.559 1.418 -3.144 0.251
H -3.187 0.112 -5.045 0.217
C 0.597 1.130 -4.186 -0.126
N 2.869 2.033 -2.177 -0.682
H 0.572 -0.492 0.840 0.214
N -1.222 0.550 2.562 -0.615
C -0.064 2.699 -0.083 -0.138
H -1.769 -2.418 5.413 0.209
C 2.085 -5.308 4.709 -0.252
C -3.171 1.072 -4.536 -0.633
C -0.951 -2.632 2.154 -0.201
H 1.318 -5.919 5.195 0.176
C -0.237 1.489 0.586 -0.165
C -0.241 3.359 -3.852 -0.161
C 0.809 2.463 -3.899 -0.365
H 1.133 3.839 -1.434 0.245
H -0.867 -0.361 -4.627 0.214
H -3.568 -1.493 3.903 0.216
C 0.982 2.886 -0.958 -0.282
H -3.099 0.891 3.300 0.238
H -1.929 0.253 4.489 0.192
C 3.908 1.049 -2.357 -0.418
O 3.370 2.609 -4.573 -0.932
C -2.288 0.177 3.458 -0.215
C -1.654 -2.233 3.287 -0.057
H 2.407 -4.516 5.393 0.175
C -0.693 0.682 -4.408 -0.221
C -2.787 -1.253 3.181 -0.425
H -3.755 1.788 -5.110 0.222
C 1.714 0.637 -0.545 -0.283
C 0.547 -3.954 3.497 0.285
C -1.420 1.338 1.478 0.668
```

Computed properties:
- SMILES: COc1ccc(CCNC(=O)c2ccc(N(C)S(=O)(=O)c3ccc(C)cc3)cc2)cc1
- Strongest force on any atom: 1.1 eV/A
- Relative energy (zero: lowest compared OMol25 entry of this formula, charge and spin): 1.106 eV
- HOMO energy: -8.5 eV
- Orbital gap: 9.01 eV